# 1
{
  "formula": "C5H8N2O",
  "method": "wB97M-V/def2-TZVPD",
  "elements": ["H", "H", "H", "C", "H", "C", "H", "C", "H", "N", "H", "C", "O", "H", "C", "N"],
  "positions_angstrom": [[0.427670, 2.451512, -0.895095], [-2.195109, 0.051208, 1.250010], [3.837371, -0.835809, -0.065992], [-0.862079, -0.646594, -1.048242], [-1.547085, 1.495129, -1.418659], [1.687415, -0.481540, -0.093804], [-3.586836, -0.550076, 0.314266], [-2.564628, -0.832271, 0.682189], [2.795326, -1.853941, 0.778801], [1.708223, 0.799605, -0.500393], [-2.686204, -1.674045, 1.346542], [-0.674163, 0.798482, -1.088443], [-1.745817, -1.265985, -0.420578], [2.576570, 1.397066, -0.477951], [0.485265, 1.366981, -0.805835], [2.803789, -1.141217, 0.024807]],
  "forces_ev_per_angstrom": [[0.8, -0.1, 0.0], [0.3, -0.6, -0.6], [-2.1, 0.2, -0.3], [2.3, 1.4, -2.5], [1.5, -1.3, 0.8], [-1.5, 0.9, 0.3], [0.9, -0.3, 0.1], [-1.4, 1.7, 0.2], [-0.3, 0.4, -1.3], [0.8, -0.4, 0.4], [0.2, -0.3, 0.1], [-2.6, -0.7, 0.7], [-1.5, -1.4, 1.5], [-1.3, -0.8, -0.3], [0.3, 2.8, -0.9], [3.7, -1.4, 1.8]],
  "lowdin_charge": [0.102, 0.097, 0.127, -0.137, 0.139, -0.222, 0.099, -0.051, 0.098, -0.014, 0.077, -0.156, -0.120, 0.161, -0.223, 0.023],
  "total_energy_ev": -10336.630,
  "gap_ev": 7.4,
  "molar_mass_g_mol": 112.13,
  "charge": 0
}

=====

# 2
{
  "formula": "C3H8N3OS",
  "method": "wB97M-V/def2-TZVPD",
  "elements": ["H", "C", "H", "H", "O", "N", "H", "C", "N", "N", "H", "S", "H", "H", "H", "C"],
  "positions_angstrom": [[1.504473, 1.836782, 0.883128], [1.684544, 1.643798, -0.176229], [-3.036261, -0.516042, -1.558326], [2.487083, -2.058223, -0.666502], [2.011367, 0.268901, -0.384229], [1.535424, -1.910230, -0.361029], [0.943099, -2.709353, -0.196831], [1.113937, -0.659784, -0.198092], [-0.198146, -0.383683, -0.156732], [-1.024314, -0.390999, 0.773771], [2.561572, 2.200875, -0.501527], [-3.671576, 0.093306, -0.548882], [0.812488, 1.937246, -0.763876], [-2.594091, 0.563349, 1.510128], [-2.746621, -1.144231, 1.282609], [-2.388118, -0.234092, 0.782271]],
  "forces_ev_per_angstrom": [[0.0, -0.1, -0.1], [-0.2, 1.0, 0.2], [0.0, -0.1, 0.0], [0.0, 0.0, 0.1], [-0.4, -1.1, 0.1], [-0.1, 0.7, 0.3], [-0.1, 0.1, -0.1], [1.1, -0.7, -0.2], [-3.3, 0.7, -0.1], [4.1, -0.6, 0.2], [-0.1, -0.1, 0.0], [1.2, 0.1, 0.1], [0.1, -0.1, 0.0], [0.2, -0.2, 0.1], [0.3, 0.1, 0.1], [-2.8, 0.3, -0.7]],
  "lowdin_charge": [0.110, 0.003, -0.160, 0.152, 0.031, 0.266, 0.146, -0.379, 0.162, 0.056, 0.113, 0.728, 0.105, 0.101, 0.102, -0.538],
  "total_energy_ev": -20584.425,
  "gap_ev": 8.1,
  "molar_mass_g_mol": 134.18,
  "smiles": "COC(=[NH2+])/N=N/CS",
  "charge": 1
}

=====

# 3
{
  "formula": "C40H70N10",
  "method": "wB97M-V/def2-TZVPD",
  "elements": ["N", "H", "H", "N", "C", "H", "H", "H", "H", "H", "C", "H", "C", "C", "H", "C", "N", "C", "H", "H", "H", "H", "H", "H", "C", "H", "H", "H", "H", "H", "H", "C", "H", "H", "C", "C", "H", "N", "C", "H", "C", "H", "H", "C", "H", "N", "C", "H", "H", "C", "N", "C", "C", "H", "H", "C", "N", "H", "H", "C", "C", "C", "C", "H", "N", "H", "C", "C", "H", "N", "C", "H", "C", "H", "H", "H", "H", "C", "H", "C", "H", "C", "H", "H", "N", "H", "H", "H", "H", "H", "H", "C", "C", "C", "H", "H", "H", "H", "C", "H", "H", "H", "H", "H", "C", "C", "C", "H", "H", "H", "H", "C", "H", "H", "C", "H", "C", "H", "H", "C"],
  "positions_angstrom": [[5.875716, 4.083015, 5.914812], [-1.724814, -2.960935, -7.345518], [6.592256, 4.921135, 3.009602], [-4.459134, -4.451475, -4.558748], [-3.446804, -4.979545, -6.883528], [10.766616, 2.328945, -1.971188], [6.653896, -7.010735, 2.596302], [5.509376, -1.840065, -10.386868], [-1.889374, 2.829995, -0.163678], [9.059406, 0.688945, -1.292058], [-0.221384, 0.827005, -1.265788], [-3.176984, -2.232445, -6.719498], [9.811706, -0.759345, -2.545068], [-4.034024, -4.686955, -5.571228], [-9.303144, 11.235375, 3.724302], [8.997286, 0.421045, -2.346798], [-8.193484, -0.906005, 1.618032], [-9.833514, -2.936545, 1.803302], [7.439966, -3.083735, -9.123858], [-1.028024, 0.418125, -0.657298], [-8.406724, 13.585555, 4.267252], [7.803866, 3.824035, 3.493122], [3.871546, -2.339555, -9.909538], [-1.415344, 4.160145, -1.251318], [6.488946, 4.349265, 4.986182], [-8.337854, 10.557525, 5.034622], [-3.277664, -8.583515, 0.757602], [-3.964464, -5.888305, -7.190608], [-5.491554, 2.860915, 5.790752], [-2.529004, -8.964475, 2.250312], [7.542416, 6.907475, 4.084312], [7.337476, -7.732565, 0.551312], [-11.067924, -2.863015, 5.085332], [11.000216, 2.988065, -3.604648], [6.309436, -7.182885, 1.576592], [4.910026, -2.271925, -9.585388], [-11.513264, -3.675375, 2.885292], [-1.389594, -9.986225, -1.983748], [-8.896514, -1.823175, 1.684782], [-2.040484, -10.938225, 0.887992], [-4.547184, 4.709505, 6.183222], [6.516836, -5.204765, 0.937012], [-3.773174, 4.235575, 6.786872], [6.743906, -3.508665, -8.400648], [-7.271024, 5.279815, 6.466682], [4.593026, -0.486755, -7.666038], [-8.243604, 12.735875, 4.930232], [9.248916, 1.216395, -4.302268], [-2.065654, -6.691895, 1.521812], [-5.732644, 3.776595, 6.330662], [10.519526, -1.702345, -2.694698], [-8.355794, 11.320725, 4.256602], [9.283596, 5.879075, 4.986222], [-10.275404, -3.189915, 0.839642], [-9.158814, -3.752405, 2.062642], [-1.444444, -7.505675, 1.147692], [1.921036, 0.947065, 0.281232], [-5.879094, 3.614845, 7.398602], [-2.414444, -5.237335, -6.647138], [5.071296, -5.981305, -0.276658], [0.984326, 0.922555, -0.422128], [7.315916, 4.747155, 3.805942], [5.306716, -3.664665, -9.047358], [-0.546504, -7.558385, 1.763342], [-4.786724, 7.193315, 7.120962], [-7.051124, 4.770325, 4.874062], [-2.298194, -8.744325, 1.208022], [-0.653924, 2.238035, -1.813778], [6.663996, -2.901575, -7.498898], [4.605766, -5.952685, -1.345638], [8.166306, 6.027125, 3.929932], [-9.186004, 13.742725, 6.704612], [9.353526, 1.551965, -3.270498], [-10.337464, 12.787825, 5.815452], [7.957276, 0.178205, -2.564758], [4.562626, -4.059255, -8.355468], [-2.761434, -1.916615, -8.395648], [-7.073094, 4.376235, 5.890082], [-9.111494, 12.072685, 6.798862], [-10.259364, -2.708215, 4.370942], [-11.577084, -1.982355, 2.748472], [-2.742124, -2.676845, -7.614758], [8.244646, -7.130105, 0.504482], [7.129176, -4.491255, -8.128268], [-6.483184, 10.660365, 2.607872], [-7.246044, 12.820455, 5.361282], [8.649266, 6.127195, 2.957892], [5.028376, -5.473705, 1.801692], [-0.079074, 0.141165, -2.100938], [-1.588334, 2.071245, -2.349638], [11.475256, 1.271195, -3.201438], [-10.874634, -2.793705, 2.939202], [-9.279694, 12.863255, 6.067552], [5.701146, -5.916005, 1.066942], [-3.213594, -4.402435, -8.956138], [8.637266, 2.349575, -3.073308], [-4.155234, 4.799855, 5.170152], [-0.616194, -10.061995, 1.023642], [4.762396, -1.264375, -8.496528], [-7.815364, 3.578855, 5.926442], [-0.266454, 3.580135, -0.093968], [9.973666, 6.720285, 4.921102], [0.105046, 2.560975, -2.526368], [7.670236, -8.714385, 0.888052], [-7.313144, 10.917415, 3.343282], [-3.526964, -3.951365, -8.014628], [-1.618044, -9.974625, 0.603182], [-9.782574, -1.750895, 4.581452], [9.811656, 4.953185, 4.758222], [-9.546544, -3.528755, 4.452692], [8.831366, 5.810375, 5.975602], [10.772706, 2.087595, -3.034118], [5.580326, -7.961855, 1.799542], [5.368796, -4.384795, -9.863238], [-1.456544, -9.955485, -0.845448], [7.009346, -7.826925, -0.483838], [-4.679094, 6.097705, 6.731072], [-4.549064, -3.606035, -8.169938], [-1.184534, -7.264015, 0.117092], [-1.074174, 3.254655, -0.749528]],
  "forces_ev_per_angstrom": [[-0.3, -0.2, 0.3], [0.2, 0.3, -0.2], [-0.2, 0.0, -0.1], [-1.3, 0.6, 3.1], [-0.3, -0.8, 0.0], [0.6, 0.2, 0.1], [0.9, 0.3, -0.3], [0.2, -0.3, 0.1], [0.0, 0.2, 0.1], [0.0, 0.2, 0.0], [-0.2, 1.2, 0.0], [-0.1, -0.1, 0.0], [3.0, -4.0, -0.6], [1.2, 0.1, -3.3], [-0.1, 0.0, 0.1], [-0.7, -0.3, 0.1], [-0.6, -1.0, 0.1], [0.4, -0.3, 0.7], [-0.1, 0.2, 0.1], [0.0, 0.0, 0.1], [0.2, -0.4, -0.5], [0.7, 0.3, 0.1], [0.0, 0.0, -0.6], [-0.2, 0.0, 0.0], [1.0, 0.8, -0.7], [-0.3, 0.1, 0.2], [0.1, 0.1, -0.3], [0.2, -0.2, -0.2], [-0.1, -0.1, 0.2], [0.1, -0.2, 0.1], [-0.1, -0.1, 0.1], [0.6, -0.2, 1.1], [0.1, 0.0, 0.1], [0.1, -0.2, -0.1], [0.1, -1.3, -0.6], [-1.5, 0.1, 1.0], [0.1, -0.2, 0.1], [0.2, 0.1, -0.9], [0.2, 1.6, -0.2], [-0.6, 0.1, -0.1], [0.9, 0.6, 0.7], [0.1, 0.2, 0.1], [0.4, 0.2, -0.2], [-1.3, -0.9, -0.2], [-0.5, -0.4, 0.5], [0.1, -0.2, -0.2], [-0.5, -0.4, 0.4], [-0.2, 0.1, 0.0], [0.2, 0.2, 0.0], [-1.0, 1.1, 0.0], [-2.7, 3.6, 0.5], [-0.6, 0.6, 0.6], [-0.8, 0.1, -0.6], [0.0, 0.2, 0.0], [-0.2, -0.5, 0.0], [-0.5, 0.5, -0.2], [-2.2, 0.1, -1.7], [0.3, -0.6, 0.0], [0.2, -0.1, -0.3], [-0.9, 0.1, -1.3], [1.9, -0.4, 1.4], [-1.5, -0.1, 0.2], [2.0, 0.8, 0.0], [0.0, -0.2, -0.1], [0.2, -2.2, -0.7], [0.1, -0.3, -0.3], [-0.3, -0.7, 0.3], [-0.4, -1.0, 0.4], [0.2, 0.1, -0.1], [0.9, -0.2, 2.0], [0.8, -1.0, 0.2], [0.3, 0.4, -0.5], [0.7, 0.9, -0.5], [0.1, 0.0, -0.6], [-0.1, -0.3, 0.2], [0.1, 0.3, 0.2], [0.2, -0.1, 0.0], [0.7, 0.0, -0.8], [0.0, -0.4, 0.0], [-0.6, -0.2, -1.2], [0.3, 0.3, 0.0], [-0.1, -0.7, -0.2], [0.0, 0.3, 0.1], [0.0, 0.0, 0.1], [0.9, -0.4, -0.8], [0.0, 0.1, -0.1], [-0.1, 0.2, -0.1], [-0.3, 0.0, -0.2], [0.3, 0.0, 0.1], [0.2, -0.2, -0.5], [0.3, 0.3, -0.1], [0.1, 0.0, 0.2], [0.3, -0.6, 0.8], [-0.3, 0.9, -0.5], [0.3, 0.0, 0.2], [-0.1, 0.0, -0.2], [-0.2, 0.0, -0.1], [0.3, 0.2, 0.0], [0.4, -0.2, -0.2], [-0.4, 0.5, 0.3], [0.1, -0.3, 0.1], [0.0, -0.1, 0.2], [-0.1, 0.3, 0.2], [0.0, -0.1, -0.1], [-0.3, 0.9, 0.3], [-0.2, 1.4, 0.9], [0.7, -0.3, 0.4], [0.1, -0.1, -0.1], [0.2, 0.0, 0.2], [0.1, 0.1, 0.3], [0.3, 0.0, 0.1], [-0.9, -0.5, 0.6], [-0.5, 0.0, -0.6], [-0.1, 0.2, -0.2], [-0.4, 0.0, 0.7], [-0.6, 0.1, 0.2], [-0.5, 1.3, 0.3], [-0.2, -0.4, 0.0], [0.2, 0.0, 0.0], [0.7, 0.1, -0.3]],
  "lowdin_charge": [0.131, 0.071, 0.109, 0.143, -0.200, 0.072, 0.109, 0.117, 0.076, 0.123, -0.182, 0.070, -0.223, -0.249, 0.119, -0.223, 0.136, -0.197, 0.071, 0.113, 0.104, 0.114, 0.108, 0.070, -0.229, 0.117, 0.112, 0.115, 0.112, 0.106, 0.110, -0.098, 0.067, 0.073, -0.265, -0.196, 0.099, 0.142, -0.239, 0.117, -0.201, 0.120, 0.111, -0.097, 0.069, 0.133, -0.223, 0.114, 0.074, -0.265, 0.134, -0.191, -0.103, 0.117, 0.112, -0.112, 0.126, 0.109, 0.119, -0.216, -0.228, -0.197, -0.229, 0.078, 0.126, 0.073, -0.271, -0.252, 0.066, 0.133, -0.250, 0.067, -0.275, 0.071, 0.123, 0.107, 0.069, -0.111, 0.066, -0.094, 0.104, -0.105, 0.072, 0.064, 0.140, 0.107, 0.101, 0.117, 0.112, 0.099, 0.071, -0.246, -0.125, -0.214, 0.106, 0.109, 0.118, 0.116, -0.243, 0.072, 0.070, 0.069, 0.107, 0.066, -0.254, -0.244, -0.200, 0.071, 0.073, 0.070, 0.072, -0.098, 0.105, 0.098, -0.242, 0.071, -0.213, 0.105, 0.078, -0.112],
  "total_energy_ev": -57512.201,
  "gap_ev": 11.8,
  "molar_mass_g_mol": 691.07,
  "smiles": "CCCC#N.CCCC#N.CCCC#N.CCCC#N.CCCC#N.CCCC#N.CCCC#N.CCCC#N.CCCC#N.CCCC#N",
  "charge": 0
}

=====

# 4
{
  "formula": "C24H31AsBrN4O4S5Tc",
  "method": "wB97M-V/def2-TZVPD",
  "elements": ["H", "H", "C", "H", "H", "N", "H", "O", "H", "C", "C", "H", "H", "C", "H", "C", "C", "C", "C", "Tc", "As", "H", "H", "C", "O", "H", "H", "Br", "N", "H", "O", "C", "H", "H", "S", "H", "H", "C", "S", "H", "H", "C", "S", "O", "H", "C", "H", "H", "H", "C", "H", "C", "C", "H", "C", "C", "H", "C", "H", "C", "C", "H", "H", "C", "N", "S", "S", "H", "C", "N", "C"],
  "positions_angstrom": [[0.386514, -3.005397, -1.141403], [-2.983118, -0.307153, -2.741241], [-2.874888, 0.167779, -1.776154], [5.511657, -2.344999, 3.984232], [-0.452550, -2.504034, 0.319229], [1.908282, -1.410684, 3.536107], [7.226028, -0.090556, -0.286988], [1.438151, 1.126841, 0.015729], [-5.563245, 3.548593, -3.246541], [6.275182, 0.347252, -0.567683], [4.912609, 1.590160, -2.165268], [4.818317, 2.117891, -3.108708], [5.315539, -0.276835, 1.214008], [-1.744286, 0.316552, 0.322192], [-5.054275, 3.710060, -1.572992], [-2.141153, -2.682032, -1.799184], [2.825194, -1.276424, 2.567852], [-4.617851, 1.129605, -3.844768], [2.269334, -1.923291, 4.722087], [0.285451, -0.467382, 2.576230], [-0.831015, 1.448496, 5.593642], [2.886432, 1.942916, -1.597911], [-1.282584, -2.793482, 3.142867], [-0.459522, -1.099287, -2.824747], [-0.836127, -0.061954, 1.257027], [8.087870, 0.672678, -2.411745], [7.125681, 1.540992, -3.534821], [-2.438601, 2.416272, 2.226922], [2.187465, -0.764095, 1.424406], [-6.956503, 1.526853, -2.533152], [2.687330, 1.552242, 2.113323], [3.982575, 0.820647, -0.097713], [-2.989035, -2.349726, -2.400899], [-6.173491, 0.126985, -1.776296], [1.225769, 1.532052, 3.030420], [3.888729, -2.713679, 5.874559], [0.260417, -1.856031, -3.145018], [-3.551845, 1.859512, -0.238991], [-1.052118, 0.672700, 7.650092], [-1.181999, -0.973077, -3.634541], [1.501851, -2.000495, 5.480282], [-3.714290, 1.232652, -1.482117], [2.547447, 0.673799, 0.788898], [-0.580212, -2.612836, 2.499950], [-3.838303, 3.620069, -2.863028], [-1.899416, -0.343420, -0.932527], [-6.340687, 1.650219, -0.875848], [-3.628048, 1.362019, -4.251890], [-1.637481, -3.487818, -2.343667], [5.211298, 0.245632, 0.279146], [0.754400, -1.436020, -0.441093], [-4.806010, 3.237706, -2.526268], [-2.596107, 1.427097, 0.622381], [-5.361460, 1.573879, -4.508488], [-6.148571, 1.217951, -1.864105], [4.460419, -2.093952, 3.879339], [0.071984, -0.154624, -2.686129], [-4.799402, 1.701507, -2.436608], [-4.768165, 0.044965, -3.872306], [-1.131253, -1.553514, -1.512310], [3.568743, -2.300539, 4.927234], [-2.532412, -3.097538, -0.863961], [-4.165383, 2.702011, 0.049379], [3.839328, 1.499436, -1.329237], [7.198095, 1.071025, -2.652606], [-2.781340, 1.238670, 6.593134], [-0.904783, -0.551299, 4.513335], [-0.043088, -3.413219, 2.424347], [6.152920, 1.005660, -1.813503], [4.094012, -1.579428, 2.698023], [-0.044407, -2.146555, -0.623916]],
  "forces_ev_per_angstrom": [[0.0, 0.0, 0.0], [0.0, 0.1, 0.1], [-0.2, 0.1, -0.2], [-0.1, 0.0, 0.0], [0.0, 0.1, -0.1], [0.1, -0.3, 0.0], [0.0, 0.0, 0.0], [0.0, -0.2, 0.1], [0.0, 0.0, 0.0], [0.1, 0.0, 0.0], [0.1, 0.1, -0.1], [0.0, -0.1, 0.1], [0.0, -0.1, 0.1], [-0.2, 0.0, -0.2], [0.0, 0.0, -0.1], [0.0, -0.1, 0.0], [0.2, 0.2, -0.2], [0.0, -0.1, 0.0], [-0.4, 0.1, -0.1], [-0.6, 1.1, 0.3], [-0.1, 0.2, 0.2], [0.2, -0.1, 0.0], [0.0, 0.0, 0.0], [-0.1, 0.0, -0.1], [-0.2, 0.0, -0.2], [0.0, 0.0, 0.0], [0.0, 0.1, -0.1], [0.2, -0.2, 0.2], [-0.1, -0.2, 0.4], [0.1, 0.0, 0.1], [0.0, 0.1, 0.0], [0.1, -0.2, 0.1], [0.1, -0.1, 0.0], [0.0, 0.1, 0.0], [-0.5, -0.8, -0.1], [0.0, 0.0, -0.1], [-0.1, 0.0, 0.0], [-0.3, 0.0, -0.4], [0.1, 0.0, 0.0], [0.1, 0.0, 0.1], [-0.1, 0.0, 0.0], [0.0, 0.0, 0.0], [-0.2, 0.0, -0.1], [0.2, 0.2, 0.2], [-0.1, 0.0, 0.0], [0.3, -0.1, 0.4], [0.0, -0.1, -0.1], [-0.1, 0.0, 0.0], [-0.1, 0.1, 0.1], [-0.2, 0.2, -0.1], [0.1, 0.0, 0.0], [0.0, 0.0, 0.0], [0.7, -0.4, 0.5], [0.0, 0.0, 0.0], [0.0, 0.0, 0.0], [0.0, 0.1, -0.3], [0.0, -0.1, 0.0], [-0.1, 0.0, 0.0], [0.0, 0.1, 0.0], [-0.1, 0.1, 0.1], [0.3, -0.1, 0.1], [0.0, 0.1, -0.1], [0.0, -0.1, -0.1], [0.0, 0.0, 0.2], [-0.1, 0.0, 0.2], [0.0, 0.0, -0.1], [0.4, 0.0, -0.5], [0.0, 0.0, 0.0], [0.0, 0.1, -0.1], [0.2, -0.1, 0.1], [-0.1, 0.0, 0.0]],
  "lowdin_charge": [0.101, 0.099, 0.028, 0.136, 0.051, -0.093, 0.127, -0.275, 0.095, 0.001, 0.004, 0.129, 0.092, -0.226, 0.080, -0.025, -0.467, -0.051, -0.068, 1.112, 0.243, 0.124, 0.062, -0.024, -0.336, 0.123, 0.122, 0.818, -0.181, 0.098, -0.632, -0.314, 0.083, 0.095, 0.665, 0.130, 0.095, -0.072, 0.026, 0.089, 0.114, -0.115, 0.727, -0.135, 0.099, -0.043, 0.090, 0.097, 0.100, -0.037, 0.049, -0.035, -0.546, 0.096, -0.024, -0.031, 0.093, -0.549, 0.089, -0.517, 0.008, 0.096, 0.108, -0.036, 0.172, 0.040, 0.096, 0.102, -0.272, 0.168, -0.065],
  "total_energy_ev": -226782.916,
  "gap_ev": [5.0, 4.9],
  "molar_mass_g_mol": 852.70,
  "charge": 2
}